H4OP2S | the ωB97M-V functional and the def2-TZVPD basis

```
8
H4OP2S the ωB97M-V functional and the def2-TZVPD basis
O 0.41 1.62 -0.50
P -1.63 -0.73 -0.43
P 0.17 0.18 0.39
S 1.91 -0.75 0.27
H 1.33 1.71 -0.27
H -1.20 -1.86 0.03
H -0.78 -0.97 -1.59
H -0.21 0.81 2.10
```

Summary:
Energy relative to the best compared isomer or geometry (same formula, charge and spin) = 1.404 eV
Kohn-Sham gap = 8.773 eV
2S+1 = 1
Strongest force on any atom = 3.557 eV Å⁻¹

Atomic partial charges in e from the natural (NBO) method, atoms 1 to 4: -0.96 0.09 0.92 -0.56

=====

H4OS | the ωB97M-V functional and the def2-TZVPD basis

```
6
H4OS the ωB97M-V functional and the def2-TZVPD basis
O -1.73 -0.91 -0.49
H -1.53 -0.85 0.47
H -2.21 -0.08 -0.70
S 2.44 0.62 0.31
H 1.51 1.58 0.22
H 1.52 -0.36 0.19
```

Summary:
Energy relative to the best compared isomer or geometry (same formula, charge and spin) = 0.105 eV
Kohn-Sham gap = 10.376 eV
2S+1 = 1
Strongest force on any atom = 1.238 eV Å⁻¹

Atomic partial charges in e from the natural (NBO) method, atoms 1 to 4: -0.94 0.47 0.47 -0.29

=====

H4OS2 | the ωB97M-V functional and the def2-TZVPD basis

```
7
H4OS2 the ωB97M-V functional and the def2-TZVPD basis
S 0.90 2.06 -1.75
S 0.01 1.66 0.11
H 0.68 3.38 -1.73
H 1.03 0.86 0.44
H -0.74 -2.46 0.24
H -0.60 -2.82 1.69
O -1.28 -2.68 1.01
```

Summary:
Energy relative to the best compared isomer or geometry (same formula, charge and spin) = 0.299 eV
Kohn-Sham gap = 9.150 eV
2S+1 = 1
Strongest force on any atom = 0.839 eV Å⁻¹

Atomic partial charges in e from the natural (NBO) method, atoms 1 to 4: -0.14 -0.12 0.13 0.13

=====

- What is the Kohn-Sham gap in the first record?
  8.773 eV

=====

- What is the strongest force on any atom in the third record?
  0.839 eV Å⁻¹

=====

- Look up the Kohn-Sham gap of the second one.
  10.376 eV